No. 1
{
  "formula": "H15NaO8",
  "method": "ωB97M-V/def2-TZVPD",
  "elements": ["Na", "O", "H", "O", "H", "H", "O", "H", "H", "O", "H", "H", "O", "H", "H", "O", "H", "H", "O", "H", "H", "O", "H", "H"],
  "coordinates": [[0.193, -0.651, -2.342], [0.023, -0.153, -0.503], [-0.696, -0.200, 0.157], [1.752, 0.685, -1.101], [0.894, 0.446, -0.751], [1.904, 1.573, -0.779], [-0.788, 1.934, -0.356], [-0.341, 1.092, -0.273], [-1.626, 1.806, 0.089], [-1.261, -2.231, 0.680], [-0.671, -2.903, 1.020], [-0.735, -1.431, 0.675], [-2.208, 0.249, -1.036], [-2.154, -0.402, -1.736], [-1.381, 0.161, -0.562], [1.422, -1.462, -0.991], [0.932, -0.716, -0.646], [2.197, -1.520, -0.432], [0.085, 1.707, 2.112], [0.303, 1.074, 1.427], [0.196, 2.561, 1.693], [0.639, -0.352, 1.561], [0.856, -1.271, 1.405], [0.463, 0.004, 0.690]],
  "total_charge": 0
}

No. 2
{
  "formula": "H15O7S",
  "method": "ωB97M-V/def2-TZVPD",
  "elements": ["S", "H", "H", "H", "O", "H", "H", "O", "H", "H", "O", "H", "H", "O", "H", "H", "O", "H", "H", "O", "H", "H", "O"],
  "coordinates": [[-2.781, 0.119, -0.088], [-2.432, 0.049, -1.400], [-0.523, -0.073, -2.077], [0.576, -0.838, -2.786], [-0.016, -0.073, -2.905], [2.033, -1.051, -0.621], [1.174, -2.234, -0.650], [1.769, -1.758, -1.259], [-0.056, 0.354, 1.792], [3.343, 0.612, 0.929], [2.581, 0.096, 0.657], [0.130, 2.183, 0.993], [1.434, -0.153, 1.653], [0.542, -0.338, 2.104], [-0.096, 0.071, -0.105], [-1.091, 1.362, 0.717], [-0.785, 2.067, 1.330], [-0.030, -1.744, 1.218], [-0.942, -1.447, 0.175], [-0.508, -2.240, 0.517], [1.905, 1.294, -0.051], [1.054, 1.803, -1.248], [1.389, 2.123, -0.399]],
  "total_charge": -1
}

No. 3
{
  "formula": "H16IO8",
  "method": "ωB97M-V/def2-TZVPD",
  "elements": ["I", "O", "H", "H", "O", "H", "H", "O", "H", "H", "O", "H", "H", "O", "H", "H", "O", "H", "H", "O", "H", "H", "O", "H", "H"],
  "coordinates": [[-71.615, -28.424, 25.163], [-71.092, -28.473, 28.636], [-71.026, -28.579, 27.715], [-71.929, -28.368, 28.921], [-75.285, -28.811, 25.134], [-75.766, -28.021, 24.886], [-74.286, -28.575, 24.865], [-72.902, -25.691, 27.533], [-72.590, -26.369, 26.846], [-72.134, -25.214, 27.565], [-71.894, -30.536, 27.122], [-71.765, -29.753, 26.500], [-72.663, -30.852, 26.769], [-70.418, -24.867, 24.628], [-70.804, -24.298, 23.851], [-70.752, -25.686, 24.677], [-73.218, -31.593, 24.221], [-72.484, -30.963, 24.201], [-72.767, -32.495, 23.954], [-68.195, -28.813, 23.506], [-68.216, -29.610, 24.045], [-68.968, -28.483, 23.799], [-70.351, -31.680, 24.854], [-69.730, -32.306, 25.406], [-70.938, -31.176, 25.454]],
  "total_charge": -1
}

No. 4
{
  "formula": "H16Li4O16S2",
  "method": "ωB97M-V/def2-TZVPD",
  "elements": ["Li", "Li", "Li", "Li", "S", "O", "O", "O", "O", "S", "O", "O", "O", "O", "O", "H", "H", "O", "H", "H", "O", "H", "H", "O", "H", "H", "O", "H", "H", "O", "H", "H", "O", "H", "H", "O", "H", "H"],
  "coordinates": [[-21.852, 11.723, 2.962], [-23.746, 6.474, 2.405], [-23.907, 9.810, 3.475], [-20.633, 8.195, 4.639], [-21.957, 5.319, 4.755], [-21.514, 3.997, 5.184], [-20.933, 6.397, 5.017], [-22.268, 5.285, 3.290], [-23.173, 5.704, 5.464], [-21.669, 8.888, 1.772], [-22.535, 10.041, 2.112], [-20.651, 8.671, 2.812], [-22.545, 7.711, 1.649], [-21.091, 9.120, 0.451], [-18.448, 9.896, 0.476], [-18.007, 9.068, 0.260], [-19.397, 9.682, 0.442], [-18.488, 6.952, 1.977], [-19.010, 7.542, 2.549], [-19.021, 6.142, 1.909], [-20.806, 5.217, 1.007], [-21.401, 5.018, 1.766], [-21.005, 6.131, 0.791], [-22.338, 11.487, -1.107], [-21.977, 10.699, -0.674], [-22.522, 11.201, -2.009], [-21.491, 12.829, 1.109], [-21.947, 12.233, 0.479], [-20.577, 12.839, 0.803], [-21.064, 8.707, -2.141], [-21.064, 7.771, -2.366], [-21.006, 8.734, -1.159], [-19.948, 11.335, 3.262], [-19.757, 10.388, 3.144], [-19.125, 11.782, 3.027], [-24.783, 8.563, 0.016], [-25.322, 7.861, -0.368], [-23.879, 8.218, -0.001]],
  "total_charge": 0
}

Energy above the lowest of the compared OMol25 structures with the same formula, charge and spin for the records above, in order: 1299.5; 514.2; 271.0; 0.0 kJ/mol
Kohn-Sham gap for the records above, in order: 9.06; 5.94; 8.78; 4.28 eV